{
  "formula": "C30H49Cl14N3OPS2",
  "method": "wB97M-V/def2-TZVPD",
  "species": ["C", "C", "C", "C", "C", "C", "C", "C", "C", "C", "C", "S", "C", "N", "N", "C", "O", "N", "C", "C", "P", "S", "C", "H", "H", "H", "H", "H", "H", "H", "H", "H", "H", "H", "H", "H", "H", "H", "H", "H", "H", "H", "H", "H", "Cl", "C", "C", "Cl", "H", "H", "H", "H", "Cl", "C", "C", "Cl", "H", "H", "H", "H", "Cl", "C", "C", "Cl", "H", "H", "H", "H", "Cl", "C", "C", "Cl", "H", "H", "H", "H", "Cl", "C", "C", "Cl", "H", "H", "H", "H", "Cl", "C", "C", "Cl", "H", "H", "H", "H", "Cl", "C", "C", "Cl", "H", "H", "H", "H"],
  "coordinates": [[1.68274, -0.00726, 4.18172], [1.60644, 0.38135, 2.72424], [2.74605, 0.66292, 1.97432], [2.65791, 1.04202, 0.64300], [1.41583, 1.14335, 0.03113], [0.27552, 0.84174, 0.76685], [-1.07950, 0.93678, 0.06460], [-2.19147, 1.39959, 0.97918], [-3.63130, 1.31143, 0.45534], [-4.19955, -0.01628, -0.01785], [-3.75923, -1.23612, 0.82865], [-3.30257, -2.63811, -0.24874], [-1.56405, -2.69775, -0.04686], [-1.01718, -2.86948, 1.11189], [0.35647, -2.88400, 0.89018], [0.51237, -2.71347, -0.37629], [-0.66188, -2.60000, -1.04452], [-4.29118, 2.02451, 1.59479], [-3.52148, 2.94391, 2.04604], [-2.22964, 2.94767, 1.29661], [-2.15497, 4.13885, -0.11798], [-1.77793, 5.93666, 0.48530], [0.36082, 0.47278, 2.10718], [1.36654, 0.84790, 4.77420], [2.67076, -0.34335, 4.47356], [0.92876, -0.77232, 4.36064], [3.70053, 0.57136, 2.47524], [3.56955, 1.24943, 0.10251], [1.35436, 1.44973, -1.00456], [-1.30895, -0.06047, -0.31998], [-0.99057, 1.62010, -0.77565], [-2.26836, 0.85799, 1.91925], [-3.85295, 1.99177, -0.37056], [-5.28834, 0.01421, -0.00815], [-3.84536, -0.15644, -1.03421], [-2.89509, -1.04965, 1.45851], [-4.58853, -1.60699, 1.42157], [1.45264, -2.65088, -0.91772], [-5.20589, 1.83434, 1.98888], [-3.73554, 3.60408, 2.87598], [-1.36597, 3.22725, 1.89301], [-3.36866, 4.07297, -0.83263], [-1.17438, 3.72443, -1.03615], [-0.51312, 0.23491, 2.69747], [-3.88814, -6.73458, 3.29538], [-3.22033, -7.24405, 1.72254], [-3.90573, -6.54640, 0.57765], [-5.59685, -7.06817, 0.37264], [-3.31002, -8.32489, 1.65068], [-2.16221, -6.98656, 1.72719], [-3.38964, -6.77326, -0.35438], [-3.90017, -5.46866, 0.72193], [-2.80818, -4.97413, 8.63607], [-2.32752, -5.93465, 7.21319], [-0.95642, -5.56175, 6.71140], [-0.91666, -3.92808, 5.99637], [-3.08509, -5.79838, 6.44577], [-2.33345, -6.97931, 7.51946], [-0.65136, -6.25614, 5.93042], [-0.21921, -5.59479, 7.50933], [2.16400, -1.75659, -2.75350], [2.46869, -2.56957, -4.32248], [3.74626, -2.08676, -4.95252], [3.61308, -0.37991, -5.45277], [1.60973, -2.38412, -4.96161], [2.52857, -3.63934, -4.12718], [3.97247, -2.68160, -5.84145], [4.58458, -2.16824, -4.26441], [5.74261, -2.41156, -8.56642], [6.65782, -3.84170, -8.02632], [5.76108, -5.03042, -7.80212], [4.68169, -4.78384, -6.40013], [7.19531, -3.57241, -7.12060], [7.38388, -4.07284, -8.80366], [6.36149, -5.91402, -7.59369], [5.13899, -5.23398, -8.66939], [-0.32630, 2.81295, 4.03676], [-0.59012, 3.90626, 5.42427], [-1.55189, 3.31253, 6.41853], [-3.21428, 3.21576, 5.76149], [-0.94925, 4.85788, 5.04012], [0.37906, 4.06878, 5.89197], [-1.59835, 3.93882, 7.30704], [-1.25375, 2.31103, 6.71758], [4.61085, 5.71327, -4.54401], [5.46903, 4.23561, -4.04161], [4.53731, 3.06182, -3.89314], [3.42536, 3.24813, -2.50716], [5.99081, 4.44988, -3.11229], [6.20772, 4.01783, -4.81109], [5.10855, 2.15252, -3.71474], [3.93450, 2.91708, -4.78573], [0.34762, 9.37506, -3.49277], [-1.36701, 8.95821, -3.72872], [-1.85863, 7.97860, -2.69483], [-1.11921, 6.36882, -2.89475], [-1.48157, 8.56550, -4.73579], [-1.93472, 9.88394, -3.65119], [-2.93529, 7.84889, -2.79202], [-1.64332, 8.32008, -1.68525]],
  "fmax_ev_per_a": 1.865,
  "total_charge": 1,
  "e_tot_ev": -244689.924
}